{
  "formula": "C6H8LaLiO6",
  "method": "ωB97M-V with the def2-TZVPD basis set",
  "species": ["O", "C", "C", "O", "O", "C", "H", "H", "H", "H", "O", "C", "C", "O", "O", "C", "H", "H", "H", "H", "Li", "La"],
  "coordinates": [[3.3627, 0.3887, 0.3425], [2.1722, 0.8056, 0.0426], [3.4954, -1.0195, 0.0352], [1.8083, 1.9609, 0.2164], [1.3819, -0.1507, -0.3921], [2.0469, -1.4610, -0.1897], [3.9666, -1.5075, 0.8919], [4.1158, -1.1099, -0.8619], [1.6091, -1.9466, 0.6872], [1.9193, -2.0623, -1.0932], [-2.4619, -0.8039, -0.2193], [-1.7895, -1.8172, 0.5703], [-3.1083, 0.2574, 0.4600], [-0.8396, -2.2300, -0.1026], [-1.2555, 1.5601, -0.3396], [-2.6508, 1.5513, -0.2029], [-2.8160, 0.2412, 1.5219], [-4.2031, 0.1587, 0.3927], [-3.0160, 2.4052, 0.3941], [-3.1165, 1.6244, -1.2025], [-0.7066, -0.2127, -0.8982], [0.0857, 3.3677, -0.0529]],
  "forces_ev_per_angstrom": [[-0.5, 1.2, 0.0], [1.6, -3.5, 0.3], [0.2, -0.7, -0.3], [-0.4, 1.6, -0.2], [-0.3, 0.6, 0.0], [0.5, -0.4, 0.1], [-0.1, 0.2, -0.2], [0.0, 0.1, 0.3], [-0.2, 0.2, -0.4], [-0.2, 0.2, 0.3], [-0.2, 1.3, -0.9], [1.3, -0.7, 0.1], [-0.2, -0.4, 0.5], [-0.5, 0.8, 0.4], [2.9, 2.2, 0.1], [-2.0, -0.2, -0.3], [-0.1, 0.0, -0.2], [0.3, 0.1, 0.0], [0.1, 0.0, 0.0], [0.2, 0.0, 0.3], [-0.5, -1.1, 0.2], [-1.9, -1.4, -0.1]],
  "mulliken_charge": [-0.2583, 0.7431, -0.3146, -0.6741, -0.1322, -0.3127, 0.3103, 0.2997, 0.3237, 0.3619, -0.2889, -0.2209, -0.5013, -0.4559, -0.6459, -0.3274, 0.3683, 0.3374, 0.3649, 0.2987, 0.7909, 1.9332],
  "energy_ev": -19684.1100,
  "charge": 2,
  "homo_energy_ev": [-13.014, -12.205],
  "relative_energy_ev": 2.681,
  "max_force_ha_per_bohr": 0.075
}



{
  "formula": "C6H8LiO6Sm",
  "method": "ωB97M-V with the def2-TZVPD basis set",
  "species": ["Sm", "O", "O", "C", "C", "O", "C", "H", "H", "H", "H", "Li", "O", "O", "C", "C", "O", "C", "H", "H", "H", "H"],
  "coordinates": [[0.4470, 2.5343, -1.3044], [-1.4600, 1.6633, -0.7968], [-1.5727, -0.4726, -1.3655], [2.5722, 0.3420, -2.3159], [1.6446, 1.4063, -2.8546], [-1.7998, 0.1472, 0.8243], [-1.6546, 0.5212, -0.3330], [3.0803, -0.2603, -3.0807], [3.3307, 0.7549, -1.6376], [1.0843, 1.0130, -3.7185], [2.2950, 2.2078, -3.2434], [-0.0669, -0.1425, 1.6753], [1.1731, 0.6716, 0.0655], [1.8822, -0.7233, -1.5504], [-1.6822, -1.7970, -1.0848], [-0.3889, -2.5252, -0.9079], [0.6081, -1.4493, 0.1020], [1.2660, -0.4695, -0.4488], [-2.5028, -2.2730, -1.6302], [-0.5130, -3.5900, -0.6833], [0.2190, -2.5236, -1.8181], [-1.7377, -2.4380, 0.0132]],
  "forces_ev_per_angstrom": [[-0.1, 0.4, 0.7], [0.3, 1.4, -0.6], [0.0, 2.5, 1.0], [0.7, -0.3, 0.4], [0.1, -0.8, -0.6], [0.5, 0.7, -0.5], [-0.4, -3.7, 0.3], [-0.2, 0.3, 0.2], [-0.1, -0.1, -0.2], [0.0, 0.2, 0.2], [0.0, 0.1, 0.0], [-0.4, -0.2, 0.0], [0.1, 1.1, 0.3], [-0.1, 0.0, 0.1], [0.3, -3.9, 4.4], [2.1, 0.8, -4.8], [-1.3, -1.4, 0.0], [-0.8, -1.2, -1.6], [0.6, -0.3, -0.1], [0.4, 0.4, 1.2], [0.9, 0.5, 0.6], [-2.4, 3.7, -0.7]],
  "mulliken_charge": [1.7313, -0.7200, -0.2767, -0.4054, -1.2385, -0.7585, 1.0906, 0.3319, 0.3730, 0.3936, 0.5400, 0.8890, -0.8169, -0.2913, -0.0592, -0.6203, -0.5605, 1.0110, 0.4938, 0.4274, 0.2916, 0.1741],
  "energy_ev": -36728.6723,
  "spin_multiplicity": 6,
  "charge": 2,
  "homo_energy_ev": [-17.249, -17.174],
  "s_squared": 8.821,
  "relative_energy_ev": 0.000,
  "max_force_ha_per_bohr": 0.114
}



{
  "formula": "C6H8N",
  "method": "ωB97M-V with the def2-TZVPD basis set",
  "species": ["C", "C", "C", "C", "N", "C", "C", "H", "H", "H", "H", "H", "H", "H", "H"],
  "coordinates": [[-0.3042, -0.4838, -1.3901], [-0.7666, -1.6588, -1.0184], [-1.4678, -1.3018, 0.2286], [-0.7995, -0.2956, 0.8476], [0.5686, 0.0498, 0.7110], [0.9734, 1.1253, -0.3041], [0.0973, 0.7518, -1.4972], [-0.6866, -2.6780, -1.3710], [-2.3736, -1.5382, 0.5733], [-1.2292, 0.1868, 1.7510], [0.8729, -0.7657, 0.1973], [1.1168, 0.1204, 1.5992], [2.0961, 1.0128, -0.6807], [0.7959, 2.1812, -0.0458], [-0.2550, 1.4828, -2.0870]],
  "forces_ev_per_angstrom": [[0.3, -0.4, -3.2], [-1.0, 0.3, 0.7], [4.5, 2.5, -1.0], [-3.3, -0.1, 3.8], [2.6, 0.8, -0.1], [1.7, 0.3, -2.3], [1.2, -2.8, 2.8], [0.4, 0.3, -0.4], [-3.4, -1.4, 1.1], [0.1, -0.3, -0.8], [1.1, -0.8, -0.1], [-0.8, 0.0, -0.6], [-2.1, 0.1, 1.7], [0.0, -0.7, 0.6], [-1.3, 2.3, -2.2]],
  "mulliken_charge": [0.0620, -0.5858, -0.1296, -0.5531, -0.1063, -0.4415, -0.5528, 0.3796, 0.5477, 0.4019, 0.3957, 0.4398, 0.2968, 0.3579, 0.4876],
  "energy_ev": -7830.5148,
  "charge": 1,
  "homo_energy_ev": -14.053,
  "smiles": "C1=CC=C[NH2+]CC=1",
  "relative_energy_ev": 5.174,
  "max_force_ha_per_bohr": 0.102
}



{
  "formula": "C6H8N",
  "method": "ωB97M-V with the def2-TZVPD basis set",
  "species": ["C", "C", "C", "C", "C", "C", "N", "H", "H", "H", "H", "H", "H", "H", "H"],
  "coordinates": [[-2.2242, 0.7515, -0.6953], [-1.1006, 0.9341, -0.1486], [0.8914, 1.7758, -1.7567], [0.9852, 0.5833, -1.1727], [-0.8359, -1.1215, 1.6351], [0.3074, -0.9990, 0.7219], [0.0962, 0.3338, -0.1192], [1.6637, 1.9476, -2.4645], [0.1236, 2.3380, -1.4404], [1.8188, -0.0595, -1.4608], [-1.1791, -0.2555, 2.0432], [-1.5916, -1.5917, 1.1620], [-0.5980, -1.8113, 2.4159], [0.3468, -1.8402, 0.0596], [1.2962, -0.9853, 1.2204]],
  "forces_ev_per_angstrom": [[-1.8, 0.1, -0.6], [3.7, -1.4, 1.0], [2.3, -2.4, -0.8], [0.4, 0.2, 0.7], [2.1, -1.6, 0.7], [0.8, 1.8, 0.4], [-1.1, -1.8, -1.1], [0.0, 0.9, -0.8], [-2.2, 2.9, 0.5], [-0.5, -0.4, 0.9], [-0.7, 2.5, 1.3], [-2.8, -1.3, -1.7], [0.5, -0.3, 0.8], [0.0, -0.1, -1.1], [-0.5, 0.7, -0.3]],
  "mulliken_charge": [0.0972, -0.1739, -0.6931, 0.1774, -1.5846, -0.1080, 0.1747, 0.2683, 0.4007, 0.3683, 0.4819, 0.4979, 0.3875, 0.3392, 0.3665],
  "energy_ev": -7826.7823,
  "charge": 1,
  "homo_energy_ev": [-15.751, -15.530],
  "relative_energy_ev": 8.906,
  "max_force_ha_per_bohr": 0.079
}



{
  "formula": "C6H8N",
  "method": "ωB97M-V with the def2-TZVPD basis set",
  "species": ["C", "C", "C", "C", "C", "C", "N", "H", "H", "H", "H", "H", "H", "H", "H"],
  "coordinates": [[2.7963, -1.5208, -0.3610], [2.3798, -0.3698, -0.0481], [-0.6488, 1.0109, -1.0369], [-0.2858, -0.0020, -0.2273], [1.0005, 0.0179, 0.4955], [-0.8577, -1.3904, -0.1344], [2.0283, 0.9755, 0.0968], [-1.6546, 0.8966, -1.5030], [-0.2044, 1.9997, -1.1791], [0.9358, -0.1680, 1.7949], [-0.1207, -2.1177, -0.4367], [-1.0976, -1.4108, 1.0136], [-1.8118, -1.5063, -0.4203], [2.6444, 1.2049, 0.8972], [2.0224, 1.5941, -0.7010]],
  "forces_ev_per_angstrom": [[0.7, -1.5, -0.4], [-1.8, -0.3, -0.8], [-1.6, -0.6, 0.4], [1.1, 0.0, -2.0], [-0.5, -0.5, 4.3], [1.8, 1.8, 4.6], [2.2, 0.6, 2.3], [1.0, 0.2, 0.1], [0.1, -0.4, 0.3], [0.3, 0.8, -4.1], [-0.2, -0.4, 0.0], [1.0, -0.8, -1.5], [-3.1, -0.4, -2.2], [-0.6, 1.4, -0.5], [-0.3, 0.3, -0.4]],
  "mulliken_charge": [-0.6854, 0.6140, -0.8373, 0.6643, -0.1070, -1.1351, -0.1013, 0.2628, 0.2724, 0.3043, 0.2831, 0.3146, 0.4349, 0.3801, 0.3356],
  "energy_ev": -7826.6576,
  "charge": 1,
  "homo_energy_ev": -14.583,
  "relative_energy_ev": 9.031,
  "max_force_ha_per_bohr": 0.102
}



{
  "formula": "C6H8N",
  "method": "ωB97M-V with the def2-TZVPD basis set",
  "species": ["C", "C", "C", "C", "C", "C", "N", "H", "H", "H", "H", "H", "H", "H", "H"],
  "coordinates": [[-0.9152, -1.0382, 0.3371], [0.4987, -0.9993, 0.7717], [0.7258, 0.4957, 1.1470], [1.3048, -0.5116, -0.5932], [1.3053, 0.9185, 0.0061], [-1.7140, 1.0178, -0.6651], [-1.6521, -0.1084, -0.1161], [-1.4626, -1.9645, 0.4523], [0.7121, -1.8527, 1.3886], [0.3007, 1.0744, 2.0099], [2.1853, -1.1384, -0.9218], [0.5613, -0.6766, -1.4401], [1.7538, 1.7988, -0.4205], [-2.4253, 1.7426, -0.3400], [-1.1786, 1.2418, -1.6160]],
  "forces_ev_per_angstrom": [[-0.6, -2.3, 0.9], [1.1, 3.3, -2.4], [-1.9, -0.9, 3.6], [-1.0, -0.8, 0.0], [1.8, -2.6, -2.9], [0.6, 1.4, -1.8], [-1.0, 0.3, 0.4], [0.1, -0.3, 0.7], [0.6, -0.1, 0.2], [0.5, -0.6, -0.9], [-0.3, 1.2, 0.6], [1.0, 0.6, 0.5], [-0.2, 0.5, 0.3], [-0.8, 0.3, 0.0], [0.3, 0.1, 0.8]],
  "mulliken_charge": [-0.4512, 0.1263, -0.3479, -0.5146, -0.2122, -0.4471, -0.1800, 0.4269, 0.4580, 0.3947, 0.3806, 0.3257, 0.4086, 0.3186, 0.3135],
  "energy_ev": -7827.3860,
  "spin_multiplicity": 3,
  "charge": 1,
  "homo_energy_ev": [-11.165, -14.750],
  "s_squared": 2.012,
  "relative_energy_ev": 2.615,
  "max_force_ha_per_bohr": 0.084
}



{
  "formula": "C6H8N2",
  "method": "ωB97M-V with the def2-TZVPD basis set",
  "species": ["C", "C", "C", "C", "C", "N", "N", "C", "H", "H", "H", "H", "H", "H", "H", "H"],
  "coordinates": [[2.5430, -1.1650, -0.0210], [2.0042, 0.0633, -0.0567], [0.4904, 0.1686, -0.1760], [0.0146, 1.5917, -0.1905], [-1.2064, 2.0753, 0.1007], [-0.2223, -0.9099, -0.1778], [-1.5717, -0.7772, -0.4957], [-2.2869, -1.6707, 0.1018], [1.9072, -2.0021, -0.2048], [3.6260, -1.3315, 0.2284], [2.5303, 1.0187, 0.0585], [0.8254, 2.3087, -0.3878], [-2.0336, 1.3945, 0.2823], [-1.3138, 3.1367, 0.1538], [-1.9417, -2.2830, 0.9504], [-3.3645, -1.6182, -0.1658]],
  "forces_ev_per_angstrom": [[1.6, 1.4, 0.4], [-1.1, -1.0, 0.2], [0.0, 0.6, 0.0], [-0.2, 0.0, 0.0], [1.0, -1.2, -0.3], [0.6, 1.0, -0.4], [0.0, -1.6, 0.9], [-0.7, 1.7, -0.3], [-0.2, -0.5, 0.1], [-1.2, 0.2, -0.6], [0.0, -0.6, 0.1], [-0.4, -0.3, 0.1], [0.1, 0.4, 0.1], [-0.4, 0.5, 0.0], [0.1, 0.0, -0.7], [0.8, -0.4, 0.3]],
  "mulliken_charge": [-0.6263, -0.4798, 1.0274, -0.3082, -0.6631, -0.2160, -0.5065, -0.2994, 0.2915, 0.2464, 0.2273, 0.1864, 0.2712, 0.2743, 0.2959, 0.2787],
  "energy_ev": -9328.5492,
  "homo_energy_ev": -8.952,
  "smiles": "C=CC(C=C)=NN=C",
  "relative_energy_ev": 3.158,
  "max_force_ha_per_bohr": 0.042
}



{
  "formula": "C6H8N2",
  "method": "ωB97M-V with the def2-TZVPD basis set",
  "species": ["N", "C", "C", "C", "C", "N", "C", "C", "H", "H", "H", "H", "H", "H", "H", "H"],
  "coordinates": [[1.4617, -0.5282, 1.7288], [0.4572, -0.4519, 1.1083], [-0.7191, 0.1661, 0.4738], [-0.9743, -1.0736, -0.4018], [0.1437, -1.0089, -1.4031], [0.9212, 0.2350, -1.0750], [-0.3007, 1.0388, -0.4720], [-0.6923, 1.6611, 0.8125], [-0.8204, -2.1675, 0.1430], [-2.0350, -1.2859, -0.6883], [0.8169, -1.8642, -1.5046], [-0.3750, -1.1484, -2.4225], [1.0699, 0.8045, -1.9706], [-1.0973, 1.2956, -1.1527], [-1.6667, 2.3381, 0.6433], [-0.0603, 2.0904, 1.6697]],
  "forces_ev_per_angstrom": [[-3.1, -0.7, -1.7], [3.9, 2.2, 3.9], [-0.5, -5.4, 3.6], [-3.4, -5.3, 2.4], [-0.3, -0.3, -3.1], [-2.1, 3.7, -2.8], [4.2, 2.5, -3.7], [-2.0, 3.0, 1.0], [-0.3, 2.8, -0.5], [0.9, 0.9, -0.8], [0.1, 0.1, 1.1], [0.8, 1.3, 0.9], [0.3, -1.5, 1.3], [0.1, -0.3, -0.8], [2.2, -1.7, 0.5], [-0.8, -1.4, -1.4]],
  "mulliken_charge": [-0.6000, 0.3390, 0.1859, -0.6986, -0.4751, -0.5050, 0.2021, -0.6347, 0.2447, 0.3666, 0.3471, 0.2356, 0.3129, 0.1840, 0.2057, 0.2898],
  "energy_ev": -9325.2593,
  "homo_energy_ev": -9.610,
  "smiles": "N#C[C@]12CCN[C@@H]1C2",
  "relative_energy_ev": 6.448,
  "max_force_ha_per_bohr": 0.131
}